# 1
86
Properties=species:S:1:pos:R:3 method="wB97M-V/def2-TZVPD" de_lowest_kcal_mol=0.0 homo_energy_ev=-10.78 fmax_ev_per_a=0.36 charge=+1 mol_weight_g_mol=848.66 lumo_ev=-3.32 e_tot_ev=-179893.1251 orbital_gap_ev=7.462
Bi 0.524 1.885 -2.316
C -4.573 -0.497 3.344
C -3.087 -0.859 3.218
C -2.921 -2.382 3.312
C -2.329 -0.218 4.379
C -2.559 -0.385 1.865
C -1.512 0.504 1.735
C -1.071 0.854 0.463
Se 0.477 1.977 0.374
C 1.839 0.636 0.512
C 2.144 0.201 1.794
C 3.053 -0.827 1.958
C 3.623 -1.348 0.798
C 3.356 -0.925 -0.501
C 2.421 0.116 -0.646
O 2.113 0.617 -1.869
C 4.109 -1.652 -1.632
C 5.617 -1.437 -1.430
C 3.789 -3.153 -1.544
C 3.766 -1.199 -3.054
C 3.427 -1.405 3.322
C 2.683 -0.701 4.456
C 4.936 -1.242 3.549
C 3.061 -2.895 3.352
C -1.642 0.371 -0.710
O -1.204 0.753 -1.931
C -2.727 -0.526 -0.597
C -3.134 -0.869 0.684
C -3.414 -1.105 -1.841
C -4.562 -2.045 -1.466
C -4.007 0.028 -2.693
C -2.403 -1.916 -2.666
H -4.959 -0.830 4.310
H -4.719 0.583 3.273
H -5.172 -0.972 2.566
H -3.280 -2.740 4.280
H -3.488 -2.899 2.536
H -1.872 -2.667 3.210
H -2.738 -0.579 5.323
H -1.267 -0.477 4.362
H -2.423 0.871 4.375
H -1.024 0.921 2.605
H 1.661 0.659 2.646
H 4.339 -2.152 0.915
H 5.967 -1.826 -0.473
H 6.172 -1.949 -2.218
H 5.867 -0.375 -1.473
H 4.093 -3.591 -0.593
H 2.718 -3.329 -1.669
H 4.316 -3.688 -2.336
H 4.011 -0.152 -3.225
H 4.358 -1.802 -3.746
H 2.714 -1.353 -3.292
H 2.920 0.365 4.498
H 1.600 -0.815 4.361
H 2.976 -1.140 5.410
H 5.223 -0.190 3.525
H 5.215 -1.650 4.522
H 5.517 -1.769 2.791
H 1.993 -3.038 3.175
H 3.606 -3.460 2.594
H 3.307 -3.324 4.325
H -3.958 -1.560 0.781
H -5.344 -1.535 -0.900
H -5.016 -2.427 -2.382
H -4.218 -2.905 -0.889
H -4.724 0.612 -2.111
H -3.236 0.697 -3.070
H -4.538 -0.397 -3.547
H -2.009 -2.748 -2.078
H -2.897 -2.333 -3.546
H -1.569 -1.305 -3.002
C -0.645 4.912 -5.067
As -1.006 5.342 -3.233
C -1.356 7.219 -3.193
C -2.646 4.458 -2.783
S 0.581 4.861 -1.912
H -1.448 5.324 -5.677
H -0.594 3.835 -5.216
H 0.306 5.366 -5.338
H -2.172 7.449 -3.876
H -0.449 7.740 -3.495
H -1.618 7.506 -2.177
H -3.419 4.778 -3.481
H -2.914 4.744 -1.768
H -2.531 3.376 -2.836

---

# 2
50
Properties=species:S:1:pos:R:3 method="wB97M-V/def2-TZVPD" homo_energy_ev=-12.36 fmax_ev_per_a=8.80 charge=+1 mol_weight_g_mol=401.31 lumo_ev=-4.01 e_tot_ev=-32213.1546 orbital_gap_ev=8.354
C -4.650 -0.079 -1.134
C -3.825 -1.048 -0.052
C -2.258 -1.349 -0.555
C -1.166 -1.030 0.675
C -0.236 -2.347 0.812
C -0.503 0.423 0.499
C -1.037 1.366 1.770
N -0.143 2.491 2.168
C 0.735 3.054 1.102
C 1.108 2.069 -0.149
N 0.953 0.564 0.183
C 1.907 0.163 1.327
O 3.142 0.942 1.394
C 4.297 0.254 0.803
C 5.255 1.467 0.162
C 1.473 -0.150 -1.036
C 0.509 -0.222 -2.344
O -0.063 0.782 -3.009
I 0.096 -2.233 -3.231
H -5.612 0.400 -0.616
H -3.936 0.794 -1.449
H -4.947 -0.699 -2.085
H -3.858 -0.452 0.969
H -4.421 -2.060 0.156
H -2.247 -2.489 -0.848
H -2.102 -0.672 -1.494
H -1.866 -1.019 1.645
H 0.292 -2.697 -0.200
H -0.953 -3.259 1.095
H 0.558 -2.314 1.702
H -1.091 0.926 -0.416
H -2.107 1.815 1.493
H -1.223 0.723 2.759
H -0.749 3.302 2.497
H 0.241 4.030 0.639
H 1.764 3.415 1.579
H 2.174 2.351 -0.536
H 0.373 2.400 -1.031
H 1.401 0.262 2.398
H 2.229 -0.980 1.267
H 4.956 -0.246 1.642
H 4.042 -0.540 -0.018
H 6.399 1.266 0.302
H 5.001 2.433 0.817
H 4.927 1.733 -0.931
H 1.816 -1.277 -0.834
H 2.481 0.382 -1.397
O -2.931 -4.485 -2.561
H -2.481 -3.665 -2.816
H -3.727 -4.496 -3.113

---

# 3
31
Properties=species:S:1:pos:R:3 method="wB97M-V/def2-TZVPD" de_lowest_kcal_mol=204.5 homo_energy_ev="-11.28 / -11.28" fmax_ev_per_a=6.07 charge=+1 mol_weight_g_mol=167.28 lumo_ev="-5.48 / -5.48" e_tot_ev=-13644.0524 orbital_gap_ev="5.798 / 5.800"
C -0.359 0.703 1.082
C 0.747 1.066 0.592
C -0.107 -0.675 -1.924
C 1.451 2.043 1.614
C -0.454 -1.842 -2.568
C -1.291 -1.216 2.454
C -2.703 0.212 0.892
C 1.181 1.790 -1.708
C 2.081 -1.416 -0.965
C -1.543 0.127 1.818
N 1.267 0.805 -0.683
N 0.920 -0.508 -1.104
H 0.765 2.517 2.328
H 2.181 1.519 2.240
H 2.076 2.731 0.965
H -1.523 -2.108 -2.165
H -0.654 -1.513 -3.642
H 0.153 -2.687 -2.356
H -0.835 -1.936 1.767
H -2.322 -1.637 2.548
H -0.657 -1.104 3.281
H -2.613 -0.450 0.021
H -2.728 1.284 0.434
H -3.591 0.055 1.420
H 1.547 2.697 -1.391
H 1.857 1.516 -2.521
H 0.133 1.954 -2.206
H 2.702 -0.811 -0.202
H 1.567 -2.385 -0.641
H 2.423 -1.582 -1.995
H -1.672 0.849 2.615

---

# 4
73
Properties=species:S:1:pos:R:3 method="wB97M-V/def2-TZVPD" homo_energy_ev=-10.86 fmax_ev_per_a=0.74 charge=+1 mol_weight_g_mol=560.86 lumo_ev=-3.62 e_tot_ev=-60877.8260 orbital_gap_ev=7.235
C 0.386 0.769 2.205
C 0.014 0.057 0.887
C -1.012 -1.007 1.113
C -0.638 -2.198 1.700
C -1.527 -3.232 1.914
C -1.057 -4.529 2.527
C 0.435 -4.624 2.857
C 1.426 -4.649 1.653
C 0.791 -4.873 0.290
O 1.756 -5.105 -0.748
C 2.650 -4.084 -0.860
O 2.495 -3.136 -1.564
C -2.882 -3.034 1.542
C -3.846 -4.174 1.843
Cl -5.453 -3.617 2.394
C -3.904 -5.274 0.761
C -4.996 -5.151 -0.312
C -3.207 -1.833 0.951
N -4.499 -1.472 0.481
C -4.801 -1.906 -0.635
O -5.011 -2.241 -1.718
N -2.297 -0.846 0.768
B -2.761 0.492 0.147
N -2.357 0.791 -1.208
O -3.530 1.308 0.903
H -0.380 1.460 2.544
H 1.344 1.260 2.056
H 0.575 0.011 2.966
H -0.226 0.748 0.090
H 0.917 -0.464 0.568
H 0.392 -2.304 1.996
H -1.603 -4.648 3.466
H -1.342 -5.356 1.879
H 0.570 -5.561 3.394
H 0.749 -3.843 3.546
H 1.989 -3.715 1.673
H 2.161 -5.438 1.807
H 0.141 -5.743 0.284
H 0.205 -4.009 -0.034
H 3.564 -4.177 -0.255
H -3.434 -4.645 2.726
H -3.943 -6.235 1.268
H -2.932 -5.255 0.260
H -5.512 -6.104 -0.406
H -4.539 -4.980 -1.284
H -5.735 -4.380 -0.122
H -3.137 0.601 -1.834
H -2.216 1.798 -1.275
H -4.110 0.804 1.489
F 1.123 2.235 -0.655
C 2.437 2.589 -0.632
C 3.383 1.616 -0.388
C 4.723 1.978 -0.368
C 5.089 3.299 -0.582
C 4.118 4.264 -0.822
C 2.778 3.906 -0.853
H 3.075 0.591 -0.220
H 5.479 1.227 -0.186
H 6.134 3.578 -0.563
H 4.401 5.291 -0.986
H 2.006 4.639 -1.047
F 3.651 7.149 -1.178
C 2.874 7.670 -2.157
C 3.477 8.332 -3.206
C 2.677 8.861 -4.209
C 1.297 8.729 -4.144
C 0.712 8.063 -3.076
C 1.505 7.523 -2.073
H 4.554 8.430 -3.234
H 3.134 9.377 -5.043
H 0.677 9.147 -4.926
H -0.363 7.965 -3.021
H 1.070 6.996 -1.234

---

# 5
105
Properties=species:S:1:pos:R:3 method="wB97M-V/def2-TZVPD" de_lowest_kcal_mol=46.6 homo_energy_ev="-2.00 / -2.00" fmax_ev_per_a=3.18 charge=-2 mol_weight_g_mol=1096.54 lumo_ev="2.56 / 0.82" e_tot_ev=-172920.3563 orbital_gap_ev="4.566 / 2.822"
Rb 1.037 0.205 -0.507
C 5.757 2.004 -3.054
C 4.569 2.669 -3.301
C 3.816 3.195 -2.264
C 4.176 2.998 -0.947
C 5.368 2.293 -0.677
C 6.166 1.817 -1.730
P 3.252 3.680 0.496
C 4.301 5.187 0.773
C 5.344 5.613 -0.038
C 6.069 6.761 0.213
C 5.699 7.576 1.246
C 4.582 7.216 1.991
C 3.882 6.060 1.783
C 1.782 4.365 -0.320
C 1.669 5.710 -0.724
C 0.533 6.025 -1.449
C -0.420 5.078 -1.750
C -0.315 3.762 -1.304
C 0.853 3.339 -0.670
H 6.331 1.575 -3.873
H 4.243 2.802 -4.329
H 2.889 3.708 -2.507
H 5.662 2.100 0.355
H 7.077 1.320 -1.501
H 5.596 5.032 -0.902
H 6.896 6.981 -0.453
H 6.215 8.521 1.430
H 4.253 7.946 2.714
H 3.051 5.777 2.465
H 2.403 6.430 -0.499
H 0.364 7.029 -1.841
H -1.334 5.335 -2.289
H -1.117 3.061 -1.517
N 2.817 0.087 2.294
C 3.084 -0.608 3.501
N 4.060 -1.575 3.445
O 2.457 -0.399 4.539
H 3.665 0.065 1.632
H 2.416 0.963 2.560
H 4.729 -1.363 2.726
H 4.443 -1.783 4.380
I 7.176 -1.272 1.217
C 5.131 -1.083 0.587
H 4.864 -2.123 0.644
H 5.040 -0.768 -0.475
Cl 1.260 -1.002 -7.066
C -0.206 -2.220 -5.315
Cl -1.683 -1.759 -6.010
Cl 0.272 -3.839 -5.486
C 0.340 -1.444 -4.296
N 0.760 -0.885 -3.392
C -4.380 -3.651 5.856
C -3.836 -3.368 4.499
C -4.544 -3.629 3.347
C -3.978 -3.362 2.115
C -4.787 -3.746 0.885
C -2.693 -2.795 2.001
As -1.637 -2.325 0.322
N -1.704 -0.606 0.150
C -2.658 0.208 0.544
C -2.444 1.621 0.630
C -3.334 2.611 0.952
C -4.674 2.269 1.168
C -4.965 0.932 1.065
C -4.024 -0.089 0.848
C -2.595 -3.338 -1.124
C -3.176 -2.707 -2.282
C -3.378 -1.210 -2.457
C -3.577 -3.523 -3.365
C -3.392 -4.906 -3.362
C -3.698 -5.703 -4.610
C -2.812 -5.476 -2.229
C -2.330 -4.717 -1.168
C -1.555 -5.385 -0.080
C -1.979 -2.464 3.150
C -0.661 -1.784 3.226
C -2.593 -2.803 4.373
H -4.445 -4.735 6.030
H -5.412 -3.303 5.811
H -3.823 -3.157 6.597
H -5.540 -4.095 3.425
H -5.837 -3.977 1.138
H -4.422 -4.687 0.431
H -4.826 -2.957 0.151
H -1.467 2.033 0.443
H -2.924 3.621 0.864
H -5.445 3.022 1.354
H -6.039 0.605 1.147
H -4.495 -1.051 0.867
H -2.433 -0.708 -2.354
H -4.157 -0.840 -1.746
H -3.729 -0.935 -3.444
H -3.947 -3.052 -4.236
H -3.029 -6.531 -4.754
H -3.587 -5.058 -5.523
H -4.715 -6.102 -4.489
H -2.566 -6.515 -2.279
H -1.374 -6.441 -0.283
H -2.067 -5.297 0.887
H -0.559 -4.895 0.036
H 0.103 -2.362 2.676
H -0.379 -1.593 4.263
H -0.732 -0.750 2.804
H -2.028 -2.457 5.225

---

# 6
14
Properties=species:S:1:pos:R:3 method="wB97M-V/def2-TZVPD" smiles="COCSNC=S" de_lowest_kcal_mol=48.3 homo_energy_ev=-8.52 fmax_ev_per_a=2.12 mol_weight_g_mol=137.23 lumo_ev=0.44 e_tot_ev=-28431.1476 orbital_gap_ev=8.958
C -2.382 -0.080 0.076
O -1.188 -0.786 0.319
C -0.251 -0.708 -0.716
S 0.417 0.931 -1.037
N 1.415 0.951 0.420
C 2.648 0.436 0.570
S 3.479 -0.587 -0.429
H -2.926 -0.078 1.052
H -3.009 -0.567 -0.648
H -2.193 0.898 -0.335
H -0.645 -1.246 -1.655
H 0.637 -1.287 -0.357
H 0.979 1.472 1.176
H 3.018 0.651 1.564

---

# 7
11
Properties=species:S:1:pos:R:3 method="wB97M-V/def2-TZVPD" de_lowest_kcal_mol=109.1 homo_energy_ev=-9.67 fmax_ev_per_a=9.50 mol_weight_g_mol=96.09 lumo_ev=-1.22 e_tot_ev=-9235.7560 orbital_gap_ev=8.456
C 1.333 0.574 -0.075
C 0.084 0.295 -0.102
C -1.185 0.961 -0.085
C -0.461 -0.951 -0.208
H 1.685 -1.280 -0.273
H 1.910 1.615 0.209
H -1.662 2.055 0.054
H 0.124 -1.850 0.363
N -2.253 0.170 0.052
N -1.772 -1.124 0.014
O 2.196 -0.465 0.050

---

# 8
105
Properties=species:S:1:pos:R:3 method="wB97M-V/def2-TZVPD" de_lowest_kcal_mol=3.0 homo_energy_ev="-0.63 / -0.58" fmax_ev_per_a=1.09 charge=-2 mol_weight_g_mol=974.63 lumo_ev="4.20 / 4.20" e_tot_ev=-185872.0540 spin_multiplicity=2 orbital_gap_ev="4.828 / 4.783"
Cr -0.808 0.293 0.790
S -2.200 -0.908 1.979
P 0.528 0.302 3.050
C 1.212 -0.551 1.646
P 0.627 -1.899 0.907
S -0.554 -1.952 -1.041
C 0.004 -3.417 1.748
C -1.247 -3.971 1.502
C -1.635 -5.138 2.148
C -0.787 -5.752 3.064
C 0.460 -5.198 3.320
C 0.853 -4.043 2.655
C 2.144 -2.658 0.085
C 3.367 -2.006 0.143
C 4.499 -2.550 -0.467
C 4.423 -3.767 -1.127
C 3.201 -4.436 -1.181
C 2.079 -3.879 -0.589
C 1.983 1.371 3.532
C 2.209 1.779 4.846
C 3.222 2.676 5.164
C 4.033 3.198 4.161
C 3.814 2.805 2.845
C 2.803 1.902 2.535
C 0.634 -0.904 4.456
C 1.844 -1.500 4.810
C 1.917 -2.405 5.860
C 0.764 -2.750 6.561
C -0.449 -2.176 6.207
C -0.509 -1.252 5.165
H -1.922 -3.455 0.830
H -2.617 -5.554 1.956
H -1.102 -6.650 3.582
H 1.126 -5.658 4.041
H 1.831 -3.618 2.846
H 3.400 -1.062 0.679
H 5.442 -2.017 -0.418
H 5.302 -4.195 -1.595
H 3.124 -5.388 -1.695
H 1.129 -4.398 -0.658
H 1.581 1.386 5.641
H 3.380 2.967 6.197
H 4.825 3.896 4.403
H 4.435 3.205 2.050
H 2.624 1.589 1.513
H 2.735 -1.249 4.241
H 2.868 -2.855 6.122
H 0.811 -3.472 7.369
H -1.355 -2.454 6.733
H -1.457 -0.823 4.858
O -0.036 2.173 0.861
C -0.632 3.256 1.247
C 0.117 4.279 1.889
C -0.459 5.468 2.276
C -1.817 5.719 2.056
C -2.565 4.736 1.435
C -2.005 3.530 1.023
C -2.822 2.539 0.316
N -2.490 1.295 0.084
C -3.522 0.710 -0.608
C -4.497 1.629 -0.818
N -4.041 2.795 -0.224
H 1.165 4.073 2.074
H 0.152 6.213 2.775
H -2.277 6.646 2.376
H -3.626 4.909 1.282
H -3.481 -0.332 -0.875
H -5.443 1.570 -1.326
H -4.500 3.686 -0.219
C -0.243 -0.150 -1.178
Ge -0.725 0.389 -2.962
C -2.489 -0.118 -3.669
C -3.426 0.844 -4.043
C -4.659 0.481 -4.575
C -4.977 -0.860 -4.738
C -4.056 -1.833 -4.371
C -2.821 -1.463 -3.848
C -0.572 2.318 -3.282
C -0.636 2.862 -4.567
C -0.561 4.236 -4.767
C -0.417 5.088 -3.677
C -0.338 4.562 -2.395
C -0.410 3.184 -2.202
C 0.501 -0.486 -4.238
C 1.744 -0.948 -3.801
C 2.623 -1.583 -4.670
C 2.276 -1.766 -6.003
C 1.041 -1.320 -6.456
C 0.163 -0.693 -5.576
H 0.849 -0.018 -1.181
H -3.196 1.895 -3.907
H -5.375 1.247 -4.854
H -5.940 -1.147 -5.145
H -4.299 -2.883 -4.489
H -2.112 -2.232 -3.561
H -0.747 2.207 -5.427
H -0.614 4.641 -5.772
H -0.362 6.160 -3.831
H -0.218 5.214 -1.536
H -0.315 2.774 -1.205
H 2.022 -0.841 -2.758
H 3.572 -1.951 -4.297
H 2.957 -2.267 -6.681
H 0.755 -1.470 -7.491
H -0.809 -0.374 -5.941